(1)
21
Properties=species:S:1:pos:R:3 method="wB97M-V/def2-TZVPD" smiles=COCC(C)(C)C orbital_gap_ev=10.5 multiplicity=1
C 0.2025 1.6769 -1.9413
O 0.0562 0.0052 -1.8429
C -0.5386 -0.7841 -0.8182
C -0.0417 -0.4148 0.6059
C -0.9348 -1.1366 1.6043
C 1.4250 -0.8472 0.7102
C -0.1659 1.0872 0.6956
H 0.3111 2.5905 -1.2757
H -0.6715 1.8755 -2.5353
H 1.1526 1.5974 -2.4306
H -0.2368 -1.8478 -0.9367
H -1.6464 -0.7738 -0.8541
H -1.9635 -0.7597 1.5386
H -0.5907 -0.9980 2.6337
H -0.9579 -2.2103 1.3846
H 1.9877 -0.4869 -0.1593
H 1.5004 -1.9405 0.7191
H 1.9128 -0.4649 1.6144
H -0.0785 1.3861 -0.3322
H 0.6568 1.6209 1.1771
H -1.1483 1.4414 1.0118

---

(2)
47
Properties=species:S:1:pos:R:3 method="wB97M-V/def2-TZVPD" orbital_gap_ev="6.3 / 1.9" multiplicity=2 charge=-2
Na -13.7760 5.3111 30.5591
K -13.7295 5.8052 27.6764
N -8.6885 6.5648 25.4770
S -9.5955 7.0205 26.8222
O -9.0010 7.2332 28.1349
O -10.9978 6.5615 26.8978
F -9.7632 8.5762 26.3432
S -8.6382 5.1525 25.8995
O -9.6879 4.3102 25.4475
O -7.9692 4.8109 27.1428
F -7.4446 4.7268 24.8452
N -15.4642 6.4738 29.6526
S -16.8415 5.7123 30.3363
O -17.2116 4.5651 29.5313
O -17.8900 6.4614 31.0687
F -16.0432 5.0724 31.5391
S -16.3603 7.6069 29.0162
O -16.7054 8.7018 29.8899
O -17.2544 7.2844 27.8948
F -15.1832 8.2584 28.2209
N -14.9880 5.5304 25.1074
S -15.0102 3.8810 24.9752
O -13.7557 3.1430 24.8937
O -16.0876 3.2772 24.1939
F -15.5042 3.6126 26.4844
S -14.0568 5.6834 23.9513
O -14.5777 5.4366 22.5810
O -12.6592 5.4595 24.2199
F -14.1684 7.2844 23.9756
N -11.2969 8.5795 31.4032
S -12.5158 8.1017 32.5462
O -13.3444 6.9873 32.2409
O -13.0127 9.2324 33.3135
F -11.3779 7.4304 33.4960
S -12.3330 8.7557 30.2780
O -13.3272 9.8121 30.4503
O -12.5460 7.5148 29.5439
F -11.2554 9.4375 29.3216
N -12.8983 3.6156 29.1470
S -13.1177 2.1952 28.8043
O -12.8444 1.1638 29.8072
O -12.7784 1.9154 27.4041
F -14.6940 2.2044 28.8200
S -11.1795 3.3580 29.2699
O -10.4127 3.2679 28.0154
O -10.6557 2.6678 30.4392
F -10.8276 4.9002 29.6630

---

(3)
270
Properties=species:S:1:pos:R:3 method="wB97M-V/def2-TZVPD" orbital_gap_ev=7.0 multiplicity=1 charge=+4
C -5.1896 2.7925 9.2992
O -5.1654 1.5823 8.5060
C -6.3324 1.4202 7.8173
C -6.1881 0.1556 6.9903
N -4.8687 0.3505 6.2964
H -4.8536 1.2891 5.7963
H -4.1129 0.3931 6.9780
C -4.5674 -0.6577 5.2400
C -3.8683 -0.0975 3.9597
O -4.2388 1.2551 3.9057
C -3.3260 1.9384 3.0020
H -6.0020 2.7539 10.0014
H -5.4013 3.6410 8.6241
H -4.2111 2.9163 9.7936
H -6.6194 2.3351 7.2626
H -7.1734 1.2127 8.4993
H -6.9500 0.1492 6.2113
H -6.2635 -0.7889 7.5514
H -5.4811 -1.1190 4.8498
H -3.8817 -1.3660 5.6682
H -4.2092 -0.6488 3.0936
H -2.7776 -0.1555 4.0121
H -3.8146 2.9126 2.7674
H -3.0568 1.4733 2.0517
H -2.3522 2.1185 3.4980
C 2.0167 -6.0998 -4.2516
O 0.9707 -5.2500 -4.6733
C 0.7277 -4.1387 -3.8092
C -0.7150 -3.6823 -4.0201
N -1.5052 -4.9589 -3.8716
H -1.2545 -5.5317 -4.6532
H -1.1557 -5.4327 -2.9523
C -3.0008 -4.7953 -3.7459
C -3.6767 -4.7502 -5.1412
O -3.2694 -3.6749 -5.9804
C -3.8297 -2.4385 -5.4132
H 2.0855 -6.0955 -3.1382
H 2.9703 -5.7079 -4.6680
H 1.7811 -7.0816 -4.6029
H 1.4540 -3.3472 -4.0206
H 0.9222 -4.3725 -2.7570
H -0.9170 -3.1922 -4.9946
H -1.0535 -2.9860 -3.2436
H -3.0720 -3.8761 -3.1749
H -3.4879 -5.6031 -3.1564
H -4.7632 -4.6691 -5.0730
H -3.3352 -5.6843 -5.5629
H -4.9074 -2.4684 -5.6181
H -3.3522 -1.6659 -5.9880
H -3.6636 -2.3487 -4.3130
C 3.7120 10.6823 -4.5237
O 2.4669 10.1913 -5.0478
C 2.5773 9.8545 -6.3928
C 1.2923 9.3999 -7.0051
N 0.7850 8.2832 -6.1368
H 1.4256 7.5104 -6.2644
H 0.7733 8.6878 -5.2045
C -0.5596 7.7789 -6.5457
C -0.7260 6.4423 -5.9305
O 0.4272 5.7609 -6.1372
C 0.4200 4.4505 -5.5248
H 4.2873 11.1547 -5.3354
H 4.2706 9.8101 -4.2091
H 3.5062 11.3745 -3.6896
H 3.2878 8.9534 -6.4143
H 2.9658 10.6501 -7.0618
H 1.3503 9.0246 -8.0659
H 0.4552 10.0839 -7.0361
H -0.6561 7.7539 -7.5973
H -1.2366 8.5453 -6.1379
H -1.5771 5.8764 -6.3896
H -0.9558 6.4423 -4.8392
H 1.4466 4.0618 -5.5775
H -0.2776 3.7377 -5.9697
H 0.0817 4.5222 -4.5177
C 8.9571 4.8943 -1.1415
O 8.3532 4.5237 0.1493
C 8.2210 5.5874 1.0749
C 6.9784 5.1795 1.8693
N 5.8870 4.8657 0.9112
H 5.4578 5.7350 0.5662
H 6.4076 4.5504 0.0615
C 4.8583 3.9416 1.3910
C 5.1217 2.3837 1.1246
O 6.1427 2.0046 1.9806
C 6.2291 0.5585 1.9937
H 9.9607 5.3883 -1.0533
H 8.2684 5.5331 -1.7363
H 9.1292 3.9672 -1.6559
H 8.0499 6.5206 0.5179
H 9.1157 5.6698 1.7119
H 6.7091 6.0454 2.5593
H 7.1882 4.3372 2.5223
H 3.9367 4.1626 0.8107
H 4.6570 4.0710 2.4729
H 5.1875 2.1387 0.0687
H 4.2448 1.8257 1.4883
H 6.5640 0.0246 1.1263
H 5.2287 0.1778 2.2075
H 6.9900 0.3073 2.7306
C -5.7459 0.4081 -4.3422
C -5.7953 0.8329 -2.9578
N -4.6074 1.5696 -2.4600
C -3.4342 0.6765 -2.3898
C -4.2457 2.7330 -3.3634
C -5.3709 3.7297 -3.5151
C -4.9546 2.1039 -1.0967
C -4.2278 3.3453 -0.6398
O -2.9203 3.0257 -0.2640
C -2.2399 4.1557 0.2435
H -5.7732 1.2262 -5.0471
H -6.6279 -0.2458 -4.4727
H -4.8378 -0.1869 -4.5530
H -5.8558 -0.0621 -2.3312
H -6.6369 1.5191 -2.8232
H -2.9238 0.6770 -3.3369
H -3.8420 -0.2430 -2.0370
H -2.7391 1.2137 -1.7513
H -4.0172 2.2613 -4.3252
H -3.2782 3.2073 -3.0699
H -4.9248 4.7007 -3.6830
H -5.9876 3.8752 -2.6295
H -6.0484 3.4879 -4.3093
H -4.7553 1.2526 -0.4103
H -6.0502 2.2585 -1.1217
H -4.7509 3.7358 0.2353
H -4.1930 4.1889 -1.3766
H -1.4119 3.8269 0.8961
H -2.9472 4.6325 0.9575
H -1.8654 4.7818 -0.5512
C -2.1457 -6.4254 5.6275
C -2.8085 -5.5441 4.6390
C -3.9376 -6.1763 3.8386
C -3.9235 -5.5636 2.3972
N -4.9971 -6.0914 1.4477
C -4.7039 -5.7402 0.0417
C -6.0856 -5.5564 -0.5731
C -6.9554 -4.8182 0.3452
C -6.3547 -5.4137 1.6820
C -5.1505 -7.5426 1.5775
H -1.5824 -7.2523 5.1679
H -2.9270 -6.8677 6.2699
H -1.4142 -5.8324 6.1857
H -2.1214 -5.1813 3.8939
H -3.2891 -4.7389 5.1836
H -4.9036 -5.8474 4.1981
H -3.9114 -7.2297 3.8545
H -3.0162 -5.9161 1.9128
H -3.9521 -4.4643 2.3308
H -4.0748 -6.5550 -0.4010
H -4.1040 -4.8291 0.0038
H -6.5840 -6.5576 -0.7037
H -5.9266 -5.1390 -1.5673
H -8.0101 -4.9795 0.2076
H -6.6200 -3.7887 0.3164
H -7.0636 -6.1012 2.1392
H -6.1115 -4.6483 2.3901
H -4.2043 -8.0528 1.4476
H -5.8349 -7.9250 0.8367
H -5.5081 -7.7037 2.5820
C 7.1887 1.2667 -2.6257
C 8.3980 0.5534 -3.1746
C 8.1055 -0.3306 -4.3965
C 7.5966 -1.7262 -3.9080
N 7.0537 -2.5775 -4.9851
C 5.7254 -2.0755 -5.3726
C 4.6960 -3.0460 -4.8052
C 5.4248 -3.8812 -3.7543
C 6.8039 -3.9756 -4.3487
C 8.0227 -2.8277 -6.1021
H 6.8211 1.9078 -3.4576
H 7.4789 1.9842 -1.8766
H 6.3875 0.6131 -2.3365
H 8.8871 -0.0545 -2.3860
H 9.1853 1.2699 -3.4809
H 8.9600 -0.6398 -5.0049
H 7.3504 0.0190 -5.0879
H 6.8713 -1.6235 -3.1129
H 8.4605 -2.2698 -3.5902
H 5.7343 -1.9054 -6.4349
H 5.5535 -1.0831 -4.9072
H 4.3163 -3.7014 -5.5932
H 3.8547 -2.5266 -4.3804
H 4.9891 -4.8669 -3.6726
H 5.3780 -3.3952 -2.7527
H 6.7652 -4.6104 -5.2183
H 7.5789 -4.2205 -3.6750
H 8.8713 -3.4800 -5.7523
H 8.3131 -1.8643 -6.4684
H 7.4882 -3.4317 -6.8433
C 2.8331 2.9034 -1.9535
C 1.9192 2.5220 -0.8459
C 1.6940 1.0103 -0.6822
C 0.5741 0.8298 0.2382
N 0.0652 -0.6116 0.3640
C -0.8490 -0.7449 1.5145
C -0.9090 -2.2970 1.6638
C 0.4859 -2.8078 1.3246
C 1.1902 -1.5683 0.7203
C -0.5835 -1.0295 -0.9606
H 2.6667 3.9664 -2.1002
H 2.5152 2.3518 -2.8649
H 3.9067 2.8064 -1.7782
H 0.9415 3.0417 -0.9532
H 2.2532 2.8197 0.1521
H 2.6506 0.5142 -0.3931
H 1.5002 0.6143 -1.6738
H -0.3149 1.4208 0.0495
H 0.9123 1.1543 1.2353
H -1.7922 -0.2540 1.2021
H -0.3849 -0.1865 2.3754
H -1.6941 -2.7144 1.0262
H -1.2000 -2.5211 2.6732
H 0.5280 -3.7622 0.8192
H 1.0635 -3.0685 2.1821
H 1.7819 -1.7150 -0.1825
H 1.8893 -1.1037 1.4222
H -1.4501 -0.4074 -1.0886
H -0.7730 -2.0604 -0.8532
H 0.0147 -0.7489 -1.8077
C -2.5659 -1.7754 10.0604
C -1.8705 -1.7277 8.7369
C -0.8160 -0.6351 8.4591
C -0.6017 -0.5771 6.9240
N 0.5867 0.2794 6.5159
C 0.5830 0.5383 4.9698
C 2.0499 0.9929 4.7786
C 2.8900 0.1862 5.7510
C 1.9161 -0.3433 6.8224
C 0.6009 1.6704 7.0972
H -1.8323 -1.8349 10.8956
H -3.0742 -2.7419 10.0430
H -3.2669 -0.9532 10.1421
H -2.6356 -1.6469 7.9415
H -1.3401 -2.6237 8.5095
H 0.1187 -1.0222 8.8791
H -1.1142 0.3093 8.8912
H -1.5242 -0.1262 6.5548
H -0.4723 -1.5813 6.4804
H -0.1054 1.3184 4.7878
H 0.4717 -0.4520 4.5024
H 2.1949 2.0859 4.7995
H 2.3274 0.7003 3.7665
H 3.6507 0.8665 6.1387
H 3.2353 -0.6910 5.2218
H 2.2082 -0.0046 7.8335
H 1.7403 -1.3983 6.7792
H -0.1957 2.3062 6.8228
H 1.5678 2.0458 6.7954
H 0.7499 1.4952 8.1374
N 4.0299 -1.3782 -1.5933
O 4.7306 -0.8194 -2.3692
O 4.3122 -1.3725 -0.4206
O 3.0944 -2.0590 -1.9299
N -4.6624 -1.3413 0.4281
O -5.2814 -1.4341 -0.6035
O -4.6106 -2.2398 1.2165
O -4.1439 -0.2479 0.7387
N -0.5794 0.3968 -4.5804
O -0.8536 -0.7627 -4.4335
O 0.5568 0.7687 -4.6254
O -1.4708 1.2028 -4.6955
N 0.8603 -2.8271 5.0313
O 1.6944 -2.2126 4.3252
O -0.2639 -3.0614 4.5186
O 1.1020 -3.1359 6.1220
N -1.2249 -5.4261 -0.5460
O -0.8783 -6.1812 -1.4766
O -1.6879 -4.3165 -0.8650
O -1.1151 -5.7040 0.6049

---

(4)
16
Properties=species:S:1:pos:R:3 method="wB97M-V/def2-TZVPD" orbital_gap_ev=10.6 multiplicity=1
C -2.1785 -0.7295 -0.0761
C -0.8187 -0.2344 -0.5386
O -0.9166 1.1681 -0.7024
C 0.2713 -0.5683 0.4862
N 1.5607 -0.0377 0.1009
C 2.1541 1.0422 0.5185
O 3.2770 1.1559 -0.0901
H -2.1732 -1.8149 0.0680
H -2.9475 -0.4838 -0.8133
H -2.4533 -0.2485 0.8694
H -0.5544 -0.7109 -1.4975
H -0.0836 1.4644 -1.0919
H -0.0313 -0.1556 1.4567
H 0.3525 -1.6546 0.6030
H 2.7445 0.0493 -0.5543
H 1.7970 1.7584 1.2615

---

no.,molecular weight (g mol⁻¹),calculated total energy (eV)
1,102.18,-8493.4334
2,962.75,-204662.7705
3,1562.13,-143119.8858
4,103.12,-9877.2594